Below is a molecular structure, C37H32BF5N9OTl, with properties calculated with wB97M-V/def2-TZVPD.

```
86
Properties=species:S:1:pos:R:3:forces:R:3
Tl -0.050 0.336 0.127 0.101 0.000 -0.200
C -4.342 -2.899 -2.322 0.016 0.004 -0.004
C -3.257 -2.017 -2.496 0.001 0.009 -0.011
N -2.832 -1.538 -1.339 -0.029 -0.017 0.019
N -3.621 -2.087 -0.399 0.023 -0.023 -0.016
C -4.535 -2.909 -0.958 0.002 0.021 -0.006
B -3.461 -1.845 1.105 0.043 -0.033 0.040
N -3.632 -0.354 1.503 -0.114 0.126 -0.034
C -4.375 0.061 2.548 0.010 -0.021 0.007
C -4.276 1.433 2.637 -0.008 0.023 0.004
C -3.429 1.771 1.569 0.042 0.032 -0.070
N -3.046 0.695 0.893 -0.016 -0.162 0.139
N -2.140 -2.433 1.667 -0.042 -0.135 -0.029
C -2.035 -2.982 2.893 0.012 0.016 0.025
C -0.736 -3.406 3.073 0.000 0.005 -0.005
C -0.110 -3.062 1.866 0.046 0.024 -0.083
N -0.955 -2.483 1.023 -0.067 0.060 0.069
H -4.895 -3.442 -3.071 0.000 0.005 0.002
H -2.768 -1.711 -3.408 -0.007 -0.007 0.005
H -5.248 -3.432 -0.343 0.007 -0.003 0.000
H -4.364 -2.434 1.664 0.011 0.009 0.010
H -4.916 -0.651 3.150 -0.002 0.007 -0.010
H -4.735 2.085 3.361 -0.003 -0.002 -0.007
H -3.074 2.743 1.262 0.011 -0.006 0.015
H -2.889 -3.020 3.550 0.005 -0.009 -0.011
H -0.302 -3.853 3.951 0.000 -0.002 -0.007
H 0.927 -3.172 1.587 0.021 0.006 -0.043
C 7.457 -0.584 0.876 0.002 -0.009 -0.002
C 6.775 0.653 1.391 -0.017 -0.020 0.023
C 7.507 1.722 1.891 0.015 0.006 -0.001
C 6.881 2.865 2.366 -0.016 -0.012 -0.007
C 5.496 2.951 2.318 0.009 0.037 -0.003
C 4.740 1.906 1.811 -0.031 0.001 -0.042
C 5.376 0.748 1.367 0.028 0.052 -0.006
N 4.655 -0.345 0.856 0.046 -0.164 -0.007
C 3.285 -0.592 1.060 0.040 0.031 0.105
N 2.963 -0.497 2.376 -0.061 -0.010 -0.002
C 1.730 -0.358 3.097 0.057 -0.087 -0.054
C 0.537 0.038 2.495 0.038 0.075 -0.010
C -0.547 0.175 3.369 -0.017 0.008 0.005
C -0.465 -0.062 4.736 0.009 0.002 -0.005
C 0.743 -0.464 5.283 0.009 0.001 0.012
C 1.860 -0.622 4.472 -0.026 -0.017 0.000
C 3.166 -1.069 5.081 0.004 -0.010 0.019
N 2.518 -1.005 0.115 -0.081 0.127 -0.012
C 2.985 -0.875 -1.209 -0.005 -0.047 -0.001
C 3.372 0.367 -1.724 -0.059 0.046 0.006
C 3.829 0.483 -3.027 -0.032 0.013 0.000
C 3.892 -0.637 -3.844 -0.003 -0.019 0.002
C 3.469 -1.862 -3.347 -0.021 -0.004 -0.023
C 3.004 -2.003 -2.044 0.024 0.027 0.002
C 2.500 -3.324 -1.541 0.009 -0.030 0.046
H 8.528 -0.548 1.081 -0.004 0.005 0.000
H 7.332 -0.698 -0.206 -0.004 0.004 0.007
H 7.042 -1.483 1.338 -0.003 0.008 -0.001
H 8.590 1.649 1.908 -0.007 0.002 0.002
H 7.469 3.689 2.751 -0.004 -0.002 0.000
H 4.990 3.851 2.639 -0.022 0.020 -0.002
H 3.665 2.013 1.707 -0.001 0.015 -0.002
H 4.994 -0.717 -0.017 -0.015 0.067 -0.044
H 3.784 -0.411 2.949 -0.016 0.043 0.005
H -1.512 0.480 2.972 0.022 -0.004 0.006
H -1.339 0.059 5.368 -0.002 -0.001 0.000
H 0.830 -0.664 6.347 -0.002 -0.002 0.001
H 3.033 -1.282 6.143 0.000 -0.001 -0.002
H 3.949 -0.305 5.003 -0.002 0.006 0.005
H 3.549 -1.975 4.601 -0.003 0.000 -0.002
H 3.256 1.245 -1.096 -0.004 -0.013 0.029
H 4.105 1.459 -3.407 -0.002 -0.001 0.001
H 4.235 -0.553 -4.868 0.004 -0.003 0.002
H 3.481 -2.737 -3.990 0.005 0.003 0.000
H 2.548 -4.078 -2.328 0.010 0.000 0.007
H 1.466 -3.231 -1.209 -0.052 -0.002 0.066
H 3.079 -3.678 -0.684 -0.026 0.017 0.004
F 2.362 7.348 -2.897 0.006 0.017 -0.017
C 2.271 6.221 -2.145 -0.017 -0.013 0.020
C 2.682 6.209 -0.824 0.005 -0.011 -0.003
F 3.180 7.343 -0.281 0.012 0.024 0.010
C 2.590 5.064 -0.064 -0.016 0.001 0.008
F 3.003 5.134 1.223 0.036 -0.025 0.022
C 2.079 3.820 -0.547 0.039 0.003 0.107
O 2.012 2.775 0.159 0.051 -0.041 -0.043
C 1.662 3.903 -1.911 0.022 0.029 0.004
F 1.144 2.805 -2.493 0.009 -0.054 -0.021
C 1.756 5.049 -2.672 0.003 -0.015 0.006
F 1.344 5.039 -3.957 -0.006 0.001 -0.023
```
Forces are in eV/Å.

Results
Gap between HOMO and LUMO in eV: 5.67
Total energy in Ha: -2693.9719
Charge: -2